[1]
Molecular formula: C25H34O24
Method: DFT, the ωB97M-V functional and the def2-TZVPD basis

```
83
C25H34O24 the ωB97M-V functional and the def2-TZVPD basis
C 2.23071 -2.05083 2.46440
O 1.51064 -1.00575 1.78245
C 0.64021 -0.21832 2.42179
O 0.62502 0.96018 2.20855
C -0.49170 -0.86392 3.20451
C -1.68841 -0.88040 2.26632
O -2.46279 -1.78195 2.16905
H 3.23721 -1.68242 2.66664
H 1.75925 -2.33567 3.40173
H 2.26167 -2.91773 1.81409
H -0.75720 -0.18213 4.02003
H -0.30303 -1.86218 3.58666
H -1.80224 0.04753 1.66479
C 1.71982 2.88221 0.04898
C 0.72447 4.00426 -0.14113
O 1.42704 4.90041 -1.01030
C 2.34909 4.18214 -1.69837
O 2.94575 4.59938 -2.64251
O 2.46464 2.94514 -1.18354
H 1.24829 1.91325 0.15372
H 2.40614 3.04037 0.88047
H -0.17938 3.66062 -0.64338
H 0.46296 4.52879 0.77398
C -2.31366 -4.51201 -1.48498
C -2.67586 -5.47366 -0.36343
O -1.59221 -5.29230 0.56353
C -1.02726 -4.09895 0.32454
O -0.20639 -3.57338 1.01872
O -1.51839 -3.53918 -0.79255
H -3.16850 -4.01528 -1.93196
H -1.69824 -4.98156 -2.25172
H -3.59564 -5.18405 0.14638
H -2.72660 -6.51515 -0.66536
C -3.98678 0.35635 -1.79951
C -3.26466 -0.96481 -1.59671
O -3.92306 -1.81364 -2.55100
C -4.46865 -1.03937 -3.52070
O -4.93353 -1.45428 -4.53313
O -4.40527 0.26308 -3.16861
H -3.35643 1.23241 -1.67643
H -4.87344 0.44452 -1.17030
H -2.20756 -0.90687 -1.85708
H -3.36879 -1.38748 -0.60122
C 2.75595 -3.90594 -2.73464
C 2.15179 -3.99946 -1.34165
O 0.98857 -4.79710 -1.58350
C 1.16663 -5.51504 -2.71195
O 0.42925 -6.37180 -3.08713
O 2.28395 -5.11146 -3.35319
H 3.84155 -3.90164 -2.75289
H 2.36985 -3.05564 -3.29781
H 2.79684 -4.53457 -0.64316
H 1.84184 -3.05201 -0.90936
C 6.86541 -2.41270 4.58260
C 6.76338 -3.08059 5.94562
O 5.35809 -3.33164 6.05197
C 4.82923 -3.37875 4.81034
O 3.72329 -3.73150 4.55227
O 5.73654 -2.96301 3.89484
H 7.76894 -2.65512 4.03137
H 6.74332 -1.33042 4.64139
H 7.29034 -4.03476 5.98030
H 7.07481 -2.45370 6.77562
C -3.46199 4.16983 1.98528
C -3.46756 4.99627 0.70759
O -2.67641 4.18471 -0.16983
C -2.71360 2.91004 0.26397
O -2.28687 1.97503 -0.34487
O -3.28898 2.83736 1.48187
H -4.38650 4.21644 2.55250
H -2.61582 4.40609 2.63163
H -4.46436 5.09693 0.27828
H -3.00480 5.97413 0.79603
C -0.51602 5.78308 -3.39754
C -0.56020 6.53217 -4.71825
O -1.96149 6.79994 -4.86675
C -2.53966 6.77119 -3.64520
O -3.65453 7.11590 -3.40944
O -1.67240 6.29883 -2.72392
H 0.36387 5.97323 -2.79381
H -0.64665 4.70780 -3.53347
H -0.02945 7.48384 -4.67164
H -0.21336 5.95672 -5.57090
```

Output
**Molecular weight**: 718.5 g/mol
**E_HOMO**: -10.082 eV
**E_LUMO**: 0.23 eV
**Total charge**: 0
**SMILES**: COC(=O)CC=O.O=C1OCCO1.O=C1OCCO1.O=C1OCCO1.O=C1OCCO1.O=C1OCCO1.O=C1OCCO1.O=C1OCCO1
**Energy relative to the best compared isomer or geometry (same formula, charge and spin)**: 0.0 kJ/mol

=====

[2]
Molecular formula: C19H20ClF13N4O6S2
Method: DFT, the ωB97M-V functional and the def2-TZVPD basis

```
65
C19H20ClF13N4O6S2 the ωB97M-V functional and the def2-TZVPD basis
C -1.39074 -1.90927 3.50811
C -0.84614 -1.80491 2.19995
C 0.71195 -1.39589 2.11339
C 1.00179 0.09256 1.87944
C -0.11712 1.18815 1.73158
F -0.98267 1.11175 2.87683
F 0.29459 2.52212 1.66125
C -1.07923 0.91368 0.45860
F -0.60915 -0.17635 -0.34344
F -2.39446 0.60472 0.91399
C -1.23988 2.15232 -0.53284
F -2.06648 1.69055 -1.59270
F -1.92315 3.24906 0.01971
F -0.02197 2.53171 -1.17004
C 2.55238 0.36495 1.78891
C 3.13875 1.81274 1.54302
C 3.21957 2.24051 -0.02100
C 3.49089 1.01815 -1.01201
Cl 4.72695 3.33400 -0.13003
C 3.34615 -0.95056 1.97315
C 4.95488 -0.76960 1.95131
C 5.52233 -0.12731 3.32489
O 6.67885 -0.90783 3.75079
N 2.93150 -2.26790 2.15543
N 1.61758 -2.47496 2.22435
N 1.17283 -3.79264 2.40928
C 2.24659 -4.63539 3.04106
C 0.89020 -4.43666 1.08171
C -0.53500 -5.11211 0.84601
O 1.73283 -4.50919 0.15816
H -2.50365 -1.71692 3.64546
H -0.78285 -2.21435 4.42389
H -1.48796 -2.02524 1.29255
H 2.63815 2.62275 2.19156
H 4.23502 1.79727 1.90263
H 2.35056 2.90923 -0.33071
H 3.55631 1.45292 -2.07464
H 4.51877 0.56288 -0.80126
H 2.67832 0.20913 -0.96547
H 5.46962 -1.78150 1.80663
H 5.28667 -0.12181 1.05715
H 5.92293 0.92261 3.07520
H 4.73819 0.00032 4.13721
H 7.38095 -0.63362 3.11289
H 2.72560 -4.15106 3.95866
H 1.71349 -5.58051 3.42781
H 3.04847 -4.98954 2.31146
H -0.82319 -5.70096 1.78303
H -1.34009 -4.34386 0.55191
H -0.43612 -5.83855 -0.02327
C -6.62062 2.57739 -7.30231
F -7.50829 2.10475 -8.19808
F -5.39166 2.30714 -7.79791
F -6.73798 3.92393 -7.31686
S -6.85987 1.88069 -5.63027
O -6.67245 0.45164 -5.80113
O -8.20336 2.28147 -5.25751
N -5.67126 2.66618 -4.93212
S -5.52290 2.34623 -3.38762
O -5.05150 1.01510 -3.04708
O -6.56070 2.86805 -2.51848
C -4.08402 3.42964 -3.08431
F -4.34502 4.72419 -3.36991
F -3.01743 3.09272 -3.84569
F -3.66670 3.39532 -1.80226
```

Output
**Molecular weight**: 747.0 g/mol
**E_HOMO**: -7.896 eV
**E_LUMO**: -3.91 eV
**Total charge**: 0

=====

[3]
Molecular formula: C6H10N2O2S
Method: DFT, the ωB97M-V functional and the def2-TZVPD basis

```
21
C6H10N2O2S the ωB97M-V functional and the def2-TZVPD basis
C 0.29414 -0.95325 0.69337
C -1.33274 -0.76529 -1.01374
C 0.36341 0.47616 0.19140
C 2.22220 -0.22713 -1.29170
C -2.00054 0.93132 1.86639
C 1.70971 0.79288 -0.28477
N -0.77886 -1.55519 0.00189
N -0.71170 0.39791 -1.03185
O 0.81640 -1.49012 1.64116
O -2.16259 -1.13460 -1.79614
S -0.33725 1.49636 1.49917
H 1.93374 -1.23481 -0.95830
H 3.27391 -0.25154 -1.40121
H 1.74267 0.00730 -2.29706
H -1.95028 -0.16008 2.11287
H -2.64239 0.79515 0.95630
H -2.30658 1.63433 2.58591
H 1.63978 1.81208 -0.57242
H 2.36948 0.88254 0.61669
H -1.07046 -2.57823 0.09343
H -1.07207 1.12422 -1.61141
```

Output
**Molecular weight**: 174.2 g/mol
**E_HOMO**: -9.189 eV
**E_LUMO**: 0.65 eV
**Total charge**: 0
**SMILES**: CC[C@@]1(SC)NC(=O)NC1=O
**Energy relative to the best compared isomer or geometry (same formula, charge and spin)**: 92.2 kJ/mol

=====

[4]
Molecular formula: C2H5Br3NO
Method: DFT, the ωB97M-V functional and the def2-TZVPD basis

```
12
C2H5Br3NO the ωB97M-V functional and the def2-TZVPD basis
C -0.63681 -0.48052 0.74257
C 1.67269 0.21654 -0.58946
N -1.68322 0.44804 0.60544
O 2.34009 -0.77009 -1.09675
Br -0.91461 -2.25155 -0.18878
Br 0.73053 1.43463 -1.77931
Br 2.54653 0.97223 0.86535
H -0.16260 -0.44577 1.74111
H -1.26799 1.34892 0.15650
H -2.15638 0.67265 1.44620
H -2.41160 0.01777 0.00945
H 1.94338 -1.16286 -1.91231
```

Output
**Molecular weight**: 298.8 g/mol
**E_HOMO (alpha / beta)**: -13.106 / -11.813 eV
**E_LUMO (alpha / beta)**: -4.39 / -5.18 eV
**Total charge**: +1
**Energy relative to the best compared isomer or geometry (same formula, charge and spin)**: 363.1 kJ/mol

=====

[5]
Molecular formula: C2BrClF2
Method: DFT, the ωB97M-V functional and the def2-TZVPD basis

```
6
C2BrClF2 the ωB97M-V functional and the def2-TZVPD basis
C -0.10695 0.88318 -0.20612
C -0.13357 -1.51897 -0.46993
F 1.12663 1.09157 -0.73504
F 0.15143 1.13324 1.13129
Cl -0.54738 -2.04039 1.09722
Br -1.20614 -1.99841 -1.80715
```

Output
**Molecular weight**: 177.4 g/mol
**E_HOMO (alpha / beta)**: -9.270 / -9.271 eV
**E_LUMO (alpha / beta)**: -1.74 / -1.74 eV
**Total charge**: 0
**Energy relative to the best compared isomer or geometry (same formula, charge and spin)**: 405.7 kJ/mol

=====

[6]
Molecular formula: CH3NO2S
Method: DFT, the ωB97M-V functional and the def2-TZVPD basis

```
8
CH3NO2S the ωB97M-V functional and the def2-TZVPD basis
C 0.16587 1.29048 -1.14621
N -0.67317 -0.54494 0.50331
O 1.56929 -0.67771 1.93531
O 0.53823 0.24625 -1.50820
S 0.89568 -1.16105 0.73743
H -0.31703 1.83722 -1.96594
H -0.85110 0.35820 0.80901
H -1.32776 -1.34845 0.63530
```

Output
**Molecular weight**: 93.1 g/mol
**E_HOMO (alpha / beta)**: -9.071 / -8.118 eV
**E_LUMO (alpha / beta)**: -0.24 / -0.64 eV
**Total charge**: 0
**Energy relative to the best compared isomer or geometry (same formula, charge and spin)**: 360.7 kJ/mol